No. 1
Computed, not measured: a structure of composition C30H43BrCoN2P2 in a non-equilibrium geometry, with ωB97M-V with the def2-TZVPD basis set.

Positions of all 79 atoms, in Å:
C  1.748  3.608  -0.709
C  0.873  2.794  -1.467
C  0.912  2.914  -2.878
C  1.910  3.718  -3.444
N  2.776  4.405  -2.710
C  2.703  4.375  -1.386
C  0.048  1.841  -0.807
C  -1.015  1.632  -0.103
C  -2.302  1.947  0.374
C  -3.042  0.925  1.011
C  -4.382  1.152  1.296
C  -4.878  2.396  0.962
C  -4.169  3.461  0.395
C  -2.832  3.208  0.070
Co  -0.171  -0.035  -0.009
P  1.974  -0.540  -0.620
H  0.212  2.367  -3.510
H  1.710  3.598  0.381
H  1.998  3.784  -4.536
H  3.424  4.965  -0.809
H  -2.204  3.939  -0.429
H  -2.578  -0.032  1.247
H  -4.620  4.425  0.198
H  -5.000  0.376  1.753
C  2.583  -2.250  -0.278
C  3.791  -2.777  -1.057
H  1.727  -2.923  -0.438
H  2.802  -2.283  0.799
H  3.987  -3.810  -0.739
H  3.625  -2.803  -2.140
H  4.708  -2.208  -0.859
C  2.339  -0.249  -2.412
C  3.736  0.188  -2.855
H  1.617  0.516  -2.732
H  2.063  -1.175  -2.936
H  3.734  0.289  -3.950
H  4.026  1.168  -2.453
H  4.521  -0.541  -2.612
C  3.134  0.569  0.275
C  4.607  0.174  0.394
H  2.714  0.683  1.284
H  3.042  1.553  -0.207
H  5.130  0.959  0.956
H  4.753  -0.764  0.941
H  5.115  0.095  -0.575
Br  -6.751  2.644  1.359
P  -1.413  -1.420  -1.517
C  -0.411  -2.435  -2.675
C  -1.060  -3.685  -3.265
H  0.496  -2.720  -2.117
H  -0.067  -1.776  -3.486
H  -0.346  -4.222  -3.903
H  -1.380  -4.385  -2.488
H  -1.925  -3.450  -3.895
C  -2.447  -2.553  -0.501
C  -3.772  -3.022  -1.098
H  -2.655  -2.009  0.432
H  -1.831  -3.418  -0.207
H  -4.302  -3.668  -0.385
H  -4.435  -2.178  -1.315
H  -3.641  -3.602  -2.018
C  -2.513  -0.341  -2.525
C  -3.060  -0.883  -3.847
H  -1.905  0.555  -2.725
H  -3.345  -0.001  -1.888
H  -3.679  -0.119  -4.337
H  -2.260  -1.138  -4.549
H  -3.699  -1.763  -3.713
C  0.099  -1.369  4.616
C  -0.189  -0.056  4.244
C  -0.232  0.280  2.892
N  -0.085  -0.658  1.918
C  0.199  -1.940  2.274
C  0.313  -2.321  3.612
H  0.156  -1.651  5.663
H  -0.388  0.726  4.977
H  -0.386  1.310  2.554
H  0.343  -2.645  1.452
H  0.563  -3.352  3.843

Values from the calculation:
Maximum force: 4.60 eV Å⁻¹
Kohn-Sham gap (spin up / spin down): 7.858 / 6.701 eV
<S²>: 3.77
HOMO energy (spin up / spin down): -13.94 / -14.02 eV
Energy above the lowest of the compared OMol25 structures with the same formula, charge and spin: 0.0 kcal/mol
Multiplicity: 4
Net charge: +2

No. 2
Computed, not measured: a structure of composition C32H38MnNP3 in a non-equilibrium geometry, with ωB97M-V with the def2-TZVPD basis set.

Positions of all 75 atoms, in Å:
C  2.950  2.043  -3.591
C  2.285  1.932  -2.373
C  0.905  2.302  -2.292
C  0.237  2.740  -3.489
C  0.946  2.758  -4.726
C  2.293  2.454  -4.763
C  -1.105  3.088  -3.385
C  -1.610  3.520  -2.158
C  -0.895  3.125  -0.978
C  -1.273  3.667  0.283
C  -2.429  4.446  0.355
C  -3.199  4.750  -0.786
C  -2.799  4.293  -2.027
H  4.010  1.782  -3.619
H  0.410  3.035  -5.635
H  2.865  2.484  -5.687
H  -1.718  3.130  -4.303
H  -2.742  4.854  1.316
H  -4.106  5.350  -0.678
H  -3.384  4.466  -2.933
N  0.152  2.217  -1.122
Mn  0.231  0.560  0.065
C  3.043  1.420  -1.144
H  3.032  2.148  -0.316
H  4.083  1.164  -1.396
C  -0.455  3.374  1.535
H  0.598  3.672  1.428
H  -0.887  3.915  2.385
P  2.306  -0.137  -0.488
P  -0.498  1.595  1.979
C  -2.228  1.412  2.509
H  -2.463  0.376  2.767
H  -2.412  2.057  3.377
H  -2.884  1.711  1.682
C  0.675  1.443  3.365
H  0.276  1.949  4.254
H  0.860  0.389  3.597
H  1.636  1.895  3.081
C  2.433  -1.275  -1.894
H  3.492  -1.416  -2.148
H  1.957  -2.231  -1.647
H  1.903  -0.841  -2.753
C  3.314  -0.687  0.899
H  3.032  -1.708  1.181
H  4.374  -0.664  0.616
H  3.153  -0.036  1.770
H  -2.201  0.511  -3.828
H  -2.440  0.630  -3.130
C  -2.399  -1.906  -0.042
P  -0.762  -1.586  0.702
C  -1.083  -2.349  2.383
C  -1.353  -3.721  2.443
C  -1.633  -4.348  3.653
C  -1.703  -3.594  4.823
C  -1.445  -2.228  4.784
C  -1.120  -1.614  3.577
C  0.206  -2.968  -0.033
C  -0.144  -3.516  -1.271
C  0.554  -4.605  -1.782
C  1.665  -5.102  -1.107
C  2.040  -4.556  0.119
C  1.312  -3.494  0.659
H  -3.160  -1.341  0.508
H  -2.632  -2.977  0.028
H  -2.409  -1.593  -1.095
H  -1.352  -4.332  1.534
H  -1.835  -5.414  3.670
H  -1.935  -4.082  5.764
H  -1.539  -1.630  5.687
H  -0.916  -0.546  3.564
H  -0.985  -3.093  -1.818
H  0.214  -5.063  -2.708
H  2.222  -5.939  -1.516
H  2.891  -4.959  0.672
H  1.578  -3.106  1.647

Values from the calculation:
Maximum force: 1.76 eV Å⁻¹
Kohn-Sham gap (spin up / spin down): 4.832 / 6.973 eV
<S²>: 6.09
HOMO energy (spin up / spin down): -7.93 / -9.97 eV
Multiplicity: 5
Net charge: +1

No. 3
Computed, not measured: a structure of composition C27H40Br2F12I2N2O4PS in a non-equilibrium geometry, with ωB97M-V with the def2-TZVPD basis set.

Positions of all 91 atoms, in Å:
C  -2.741  0.857  2.783
C  -1.328  0.646  3.322
N  -0.175  0.683  2.417
C  -0.253  0.595  0.993
C  -1.083  1.577  0.100
F  -0.412  1.700  -1.070
F  -2.263  1.088  -0.297
C  -1.236  3.058  0.611
F  -1.066  3.235  1.920
F  -0.281  3.796  0.017
C  -2.568  3.744  0.199
F  -2.753  3.654  -1.111
F  -3.610  3.181  0.803
C  -2.649  5.264  0.540
F  -1.858  5.988  -0.201
F  -3.886  5.629  0.195
F  -2.526  5.532  1.811
S  1.508  1.242  0.578
C  2.283  -0.312  0.721
C  3.792  -0.321  0.826
I  4.367  1.376  2.085
C  4.502  -0.127  -0.551
C  4.272  -1.298  -1.534
I  6.653  0.072  -0.351
N  1.380  -1.254  0.651
C  1.918  -2.643  0.686
C  1.835  -3.308  2.065
C  2.986  -3.010  3.011
F  3.061  -1.697  3.333
Br  4.696  -3.717  2.405
C  2.670  -3.741  4.369
F  3.757  -3.861  5.110
F  2.207  -4.957  4.170
Br  1.426  -2.685  5.461
C  -0.059  -0.904  0.496
C  -0.931  -1.952  1.248
C  -2.411  -2.003  0.807
C  -3.289  -2.571  1.930
O  -2.790  -3.884  2.160
C  -3.350  -4.384  3.390
C  -0.374  -1.249  -1.010
C  0.731  -0.928  -2.048
C  0.107  -0.852  -3.477
P  0.383  0.720  -4.368
O  1.173  0.439  -5.561
O  1.182  1.788  -3.464
C  1.692  2.908  -4.235
C  1.920  4.069  -3.248
O  -1.072  1.250  -4.879
C  -1.566  2.453  -4.255
C  -3.101  2.321  -4.181
H  -2.980  1.912  2.652
H  -3.010  0.298  1.887
H  -3.431  0.521  3.565
H  -1.328  -0.300  3.888
H  -1.178  1.405  4.101
H  0.609  0.185  2.814
H  4.236  -1.180  1.326
H  4.087  0.776  -1.008
H  3.368  -1.179  -2.135
H  4.341  -2.284  -1.064
H  5.092  -1.270  -2.255
H  2.879  -2.727  0.187
H  1.224  -3.211  0.053
H  0.906  -3.122  2.608
H  1.864  -4.387  1.882
H  -0.845  -1.835  2.337
H  -0.559  -2.962  1.067
H  -2.477  -2.756  0.014
H  -2.815  -1.085  0.377
H  -4.291  -2.695  1.493
H  -3.277  -1.950  2.834
H  -4.439  -4.431  3.278
H  -3.058  -3.694  4.191
H  -2.913  -5.368  3.555
H  -1.317  -0.838  -1.368
H  -0.497  -2.336  -1.054
H  1.269  0.005  -1.864
H  1.460  -1.742  -2.033
H  -0.969  -1.054  -3.497
H  0.555  -1.628  -4.099
H  2.668  2.653  -4.649
H  0.994  3.197  -5.019
H  1.093  4.785  -3.246
H  2.007  3.670  -2.232
H  2.842  4.613  -3.462
H  -1.218  2.589  -3.228
H  -1.353  3.351  -4.844
H  -3.535  3.065  -3.505
H  -3.305  1.331  -3.762
H  -3.573  2.469  -5.154

Values from the calculation:
Maximum force: 3.32 eV Å⁻¹
Kohn-Sham gap: 7.569 eV
HOMO energy: -11.64 eV
Net charge: +1

> The highest maximum force belongs to which entry?

C30H43BrCoN2P2